A cluster of 9 separate species, C22H63NO8 in total, computed with wB97M-V/def2-TZVPD.

Largest force on an atom, eV/Å: 1.6
ΔE to the lowest compared entry with this formula, charge and spin, eV: 0.225
Gap between HOMO and LUMO, Ha: 0.335

Each line ends with the Mulliken charge.
Cartesian coordinates (Å):
O (1.4579, 1.9704, 0.9161)  -0.3779
O (-1.2081, -1.6622, -2.5857)  -0.6569
O (-2.3396, 0.7333, 1.0976)  0.0667
O (2.4245, -0.4686, 1.4963)  -0.0287
O (-1.7013, 1.9224, -3.1007)  -0.4888
O (2.0704, 0.9761, -3.3891)  -0.5991
O (-1.3198, -1.8774, 1.4255)  -0.5346
O (0.8215, -1.7217, -0.4047)  -0.1084
N (0.1541, 0.8011, -1.2265)  0.9088
C (-2.3357, -3.7965, -2.6208)  -1.5388
C (-3.4930, 3.0446, -2.0138)  -1.1214
C (-3.3962, 1.0519, 2.0049)  0.7986
C (-3.7038, -0.1357, 2.9095)  -1.4496
C (-2.7905, 2.9097, -3.3251)  0.5263
C (-2.3039, -2.3934, -1.9980)  1.7896
C (2.9169, -0.1152, -2.9885)  1.1407
C (-3.7446, 2.3641, -4.3874)  -1.4180
C (-1.0407, -2.3499, 2.7519)  0.5158
C (3.8988, -0.4686, -4.0575)  -1.6443
C (-2.9398, 2.2442, 2.8203)  -1.3221
C (-3.5875, -1.6311, -2.3330)  -1.1984
C (4.5787, 0.0082, 2.3641)  -1.5209
C (1.4852, -2.8356, -0.8776)  -1.2911
C (-0.3929, -3.7090, 2.6986)  -1.4454
C (1.8994, 2.9479, 3.1339)  -1.1916
C (1.9388, 3.1728, 1.5997)  1.0039
C (3.5158, -2.2436, 2.6996)  -1.4779
C (3.6883, -1.0622, 1.7520)  1.0986
C (3.6440, 0.2535, -1.7115)  -0.8138
C (-0.1908, -1.3470, 3.5108)  -0.5434
C (1.0740, 4.3134, 1.1578)  -1.6390
H (0.8638, -1.4785, 3.2656)  -0.1767
H (-0.5226, -0.3210, 3.3643)  -0.1576
H (-1.6021, 1.4073, -3.9104)  0.2114
H (-2.8334, 3.5427, -1.3054)  0.2983
H (-2.5969, -3.7656, -3.6820)  0.3425
H (-4.6047, 0.0412, 3.5038)  0.5194
H (0.2752, -0.1943, -0.8586)  -0.6465
H (-3.7128, 2.0414, -1.6721)  0.0971
H (-0.4677, -1.7151, -1.9433)  -0.0680
H (0.4889, -3.7619, 2.0527)  0.1260
H (4.1493, 0.2971, 3.3242)  0.2999
H (0.0331, 4.1886, 1.4705)  0.2561
H (4.4594, -1.3375, -3.6772)  0.3737
H (-0.4776, -1.9301, 0.8833)  -0.0252
H (-3.0411, -4.4855, -2.1428)  0.3768
H (-3.7186, 2.5788, 3.5098)  0.4192
H (3.4511, -0.8406, -4.9766)  0.3909
H (-3.8834, -1.0462, 2.3311)  0.3683
H (2.4260, -3.0575, -0.3241)  0.1567
H (1.9234, -0.9987, 0.7940)  -0.2709
H (-1.0943, -4.4428, 2.2832)  0.3596
H (4.6357, 0.3162, -4.2215)  0.3896
H (-2.7234, 3.0765, 2.1409)  0.2755
H (1.3740, 2.0514, 3.4387)  0.1596
H (2.6040, 1.7788, -3.4469)  0.3335
H (2.2518, -0.9442, -2.7515)  -0.3595
H (-0.8118, 0.9576, -1.5561)  0.4830
H (4.1073, -1.4736, 0.8219)  0.0316
H (-0.2442, -1.5376, 4.5951)  0.5083
H (-4.4576, -2.0832, -1.8634)  0.4064
H (2.9250, 0.4004, -0.8997)  0.1407
H (-2.0107, 2.0277, 3.3479)  0.2034
H (1.3854, 5.2673, 1.5916)  0.4704
H (-4.2938, 1.3244, 1.4414)  0.2224
H (-2.2256, -2.4953, -0.9108)  -0.4870
H (1.6835, -2.8253, -1.9638)  0.3700
H (2.9205, 2.9522, 3.5415)  0.3039
H (-2.1399, -0.2289, 1.1365)  0.0237
H (-3.2402, 2.3540, -5.3662)  0.4178
H (4.4656, -2.7015, 2.9980)  0.4442
H (5.5771, -0.3841, 2.5296)  0.4435
H (-3.4548, -0.5839, -2.0384)  0.0153
H (3.0833, -1.8743, 3.6371)  0.3246
H (0.3627, 1.4085, -0.3930)  0.2628
H (-2.8734, -0.2988, 3.6011)  0.1525
H (-2.3698, 3.8582, -3.6845)  0.1829
H (4.2352, 1.1636, -1.8212)  0.5217
H (0.8009, 0.9935, -2.0129)  0.4781
H (1.0849, 4.4025, 0.0670)  0.3634
H (-4.0184, 1.3333, -4.1709)  0.2809
H (2.8818, -3.0185, 2.2674)  0.1849
H (0.8947, -3.7603, -0.6705)  0.3032
H (-3.7251, -1.6214, -3.4193)  0.3618
H (-0.1259, -4.0748, 3.6964)  0.4114
H (1.8499, 1.1909, 1.3887)  -0.0242
H (-4.3865, 3.6532, -2.1540)  0.4780
H (4.2496, -0.5965, -1.3840)  0.2113
H (2.9898, 3.3003, 1.3072)  0.1804
H (1.5006, 3.8358, 3.6444)  0.4008
H (4.5481, 0.8620, 1.6848)  0.2771
H (-1.9806, -2.4304, 3.3069)  0.3973
H (-1.3362, -4.2392, -2.5455)  0.3523
H (-4.5884, 3.0459, -4.5188)  0.4128